1.
Below is C4H12N6 in the gas phase in a non-equilibrium geometry, with properties calculated with the ωB97M-V functional and the def2-TZVPD basis.

The geometry in ORCA input format:
```
! wB97M-V def2-TZVPD RIJCOSX def2/J DEFGRID3
* xyz 0 1
H -0.644 1.653 -1.661
N 0.065 2.290 -1.266
C 0.628 1.752 -0.233
N 1.608 2.490 0.382
C 0.175 0.327 0.441
N -0.463 0.757 1.647
N 1.360 -0.390 0.784
N -0.664 -0.492 -0.437
N -0.486 -0.499 -1.844
C -1.515 -1.497 0.179
C -1.265 -2.760 -0.177
H 1.877 3.314 -0.154
H 2.405 2.004 0.777
H -0.026 1.532 2.138
H -1.471 0.740 1.726
H 2.203 -0.299 0.231
H 1.314 -1.157 1.442
H 0.488 -0.718 -2.066
H -1.086 -1.203 -2.279
H -2.185 -1.227 0.986
H -0.490 -3.043 -0.882
H -1.829 -3.578 0.264
*
```

Summary:
- DFT total energy (a.u.) = -488.0507
- orbital gap (eV) = 8.4
- E_LUMO (eV) = 0.9
- F_max (eV/Å) = 3.58


2.
Below is a molecular structure, C19H17CoN6O7S4 in a non-equilibrium geometry, with properties calculated with the ωB97M-V functional and the def2-TZVPD basis.

The geometry in ORCA input format:
```
! wB97M-V def2-TZVPD RIJCOSX def2/J DEFGRID3
* xyz 0 1
Co -1.561 -0.424 -1.027
O 1.668 4.015 -1.187
C 2.521 2.966 -1.211
C 3.899 3.171 -1.239
C 4.779 2.106 -1.277
C 4.296 0.807 -1.319
C 2.931 0.596 -1.293
C 2.022 1.655 -1.211
C 0.592 1.299 -1.102
O 0.287 0.042 -1.182
N -0.306 2.212 -0.914
N -1.554 1.667 -0.782
C -2.513 2.524 -0.854
S -4.177 2.095 -0.641
C -4.741 3.825 -0.502
C -3.885 4.660 -1.425
S -2.140 4.208 -1.145
H 2.169 4.835 -1.166
H 4.282 4.186 -1.230
H 5.846 2.292 -1.272
H 4.974 -0.035 -1.364
H 2.520 -0.402 -1.329
H -4.630 4.134 0.536
H -5.794 3.846 -0.781
H -3.992 5.726 -1.227
H -4.120 4.459 -2.470
O -2.764 -0.096 -2.755
N -3.798 -0.548 -2.176
O -4.841 -0.717 -2.746
O -3.635 -0.797 -0.939
N 3.892 -2.205 4.267
C 2.629 -2.241 3.719
C 2.187 -3.371 3.020
C 0.906 -3.427 2.509
C 0.052 -2.347 2.680
C 0.462 -1.226 3.388
C 1.740 -1.175 3.905
S -1.583 -2.382 2.015
O -2.349 -1.369 2.667
O -2.054 -3.741 2.022
N -1.361 -1.908 0.438
C -1.218 -2.787 -0.573
S -1.137 -4.532 -0.606
C -0.896 -4.470 -2.322
C -0.941 -3.202 -2.771
N -1.116 -2.267 -1.787
H 4.573 -2.852 3.912
H 4.255 -1.310 4.540
H 2.857 -4.214 2.897
H 0.559 -4.312 1.995
H -0.235 -0.413 3.538
H 2.063 -0.311 4.473
H -0.760 -5.368 -2.900
H -0.855 -2.879 -3.797
*
```

Summary:
- DFT total energy (a.u.) = -4564.8358
- orbital gap (spin up / spin down) (eV) = 6.6 / 6.4
- E_LUMO (spin up / spin down) (eV) = -1.5 / -1.7
- F_max (eV/Å) = 2.00


3.
Below is a molecular structure, C30H21Br2CsN2O3P in a non-equilibrium geometry, with properties calculated with the ωB97M-V functional and the def2-TZVPD basis.

The geometry in ORCA input format:
```
! wB97M-V def2-TZVPD RIJCOSX def2/J DEFGRID3
* xyz -1 1
Cs -3.186 1.036 -0.237
O -1.212 2.406 3.189
C -0.638 2.548 2.109
C 0.947 2.752 2.139
C 1.543 3.584 3.066
C 2.863 3.985 2.961
C 3.574 3.589 1.842
C 3.007 2.770 0.895
C 1.630 2.466 0.955
P 0.617 1.937 -0.545
C 1.822 2.331 -1.982
C 2.854 1.507 -2.486
C 3.552 1.852 -3.637
C 3.253 3.020 -4.327
C 2.204 3.827 -3.894
C 1.500 3.460 -2.735
C 0.907 0.099 -0.586
C 1.837 -0.518 0.259
C 2.034 -1.890 0.231
C 1.353 -2.662 -0.695
C 0.410 -2.076 -1.523
C 0.164 -0.720 -1.465
H 0.927 3.912 3.895
H 3.382 4.546 3.749
H 4.635 3.798 1.793
H 3.627 2.411 0.088
H 3.155 0.598 -2.007
H 4.333 1.207 -3.992
H 3.837 3.318 -5.213
H 1.961 4.748 -4.443
H 0.638 4.038 -2.420
H 2.396 0.083 0.947
H 2.711 -2.372 0.901
H 1.519 -3.706 -0.782
H -0.172 -2.689 -2.195
H -0.571 -0.281 -2.159
Br 1.850 -3.635 3.935
C 0.360 -2.649 3.282
C 0.083 -1.387 3.772
C -1.029 -0.680 3.282
N -1.804 -1.193 2.356
C -1.527 -2.397 1.879
C -0.425 -3.141 2.257
C -2.490 -2.988 0.912
C -2.757 -4.335 1.028
C -3.608 -4.931 0.116
Br -3.921 -6.780 0.217
C -4.187 -4.169 -0.887
C -3.888 -2.799 -0.897
N -3.074 -2.220 -0.034
H 0.741 -0.897 4.475
H -1.225 0.294 3.616
H -0.129 -4.045 1.779
H -2.339 -4.931 1.793
H -4.839 -4.580 -1.653
H -4.371 -2.154 -1.620
O -5.764 2.148 -2.164
C -6.216 1.165 -2.816
O -5.854 -0.022 -2.790
H -7.001 1.410 -3.532
*
```

Summary:
- DFT total energy (a.u.) = -7000.5999
- orbital gap (eV) = 4.9
- E_LUMO (eV) = 1.8
- F_max (eV/Å) = 2.12


4.
Below is 2 unconnected molecules or ions with the total composition C5H9FN in a non-equilibrium geometry, with properties calculated with the ωB97M-V functional and the def2-TZVPD basis.

The geometry in ORCA input format:
```
! wB97M-V def2-TZVPD RIJCOSX def2/J DEFGRID3
* xyz 1 1
C -2.246 1.005 0.777
C 2.067 -0.152 0.853
C -0.385 -1.347 -1.282
C 0.982 0.656 0.788
C -0.814 -0.866 0.021
N -1.694 0.019 0.293
F -0.410 -1.565 1.025
H -3.327 1.192 0.898
H -1.623 1.888 0.788
H 2.892 -0.291 0.211
H 2.036 -0.841 1.675
H 0.502 -1.855 -1.337
H -1.042 -2.072 -1.517
H -0.553 -0.631 -2.037
H 0.785 1.387 0.040
H 0.379 0.602 1.695
*
```

Summary:
- DFT total energy (a.u.) = -350.1532
- orbital gap (eV) = 9.0
- E_LUMO (eV) = -5.1
- F_max (eV/Å) = 4.04


5.
Below is C4H3NO in the gas phase in a non-equilibrium geometry, with properties calculated with the ωB97M-V functional and the def2-TZVPD basis.

The geometry in ORCA input format:
```
! wB97M-V def2-TZVPD RIJCOSX def2/J DEFGRID3
* xyz 0 1
O 2.469 0.182 -0.073
C 1.298 0.042 -0.385
C 0.244 -0.508 0.751
C -0.915 -0.124 0.486
C -0.840 0.606 -0.757
N 0.329 0.515 -1.347
H 0.722 -1.289 1.594
H -1.701 -0.781 0.994
H -1.606 1.358 -1.264
*
```

Summary:
- DFT total energy (a.u.) = -284.0927
- orbital gap (eV) = 8.6
- E_LUMO (eV) = -1.1
- F_max (eV/Å) = 9.85


6.
Below is a molecular structure, C34H26MoN4O4SSi in a non-equilibrium geometry, with properties calculated with the ωB97M-V functional and the def2-TZVPD basis.

The geometry in ORCA input format:
```
! wB97M-V def2-TZVPD RIJCOSX def2/J DEFGRID3
* xyz 2 1
Mo -0.552 -1.011 1.017
N -4.831 -1.872 0.457
C -3.516 -1.962 0.648
S -2.790 -0.883 1.842
N -2.789 -2.814 -0.003
N -1.498 -2.804 0.493
C -0.910 -3.954 0.592
C 0.319 -4.220 1.278
C 0.888 -5.501 1.197
C 1.975 -5.825 1.980
C 2.493 -4.898 2.886
C 1.947 -3.631 3.009
C 0.880 -3.300 2.191
O 0.311 -2.076 2.279
H -5.389 -1.179 0.923
H -5.295 -2.570 -0.104
H -1.469 -4.791 0.183
H 0.464 -6.229 0.518
H 2.416 -6.809 1.908
H 3.331 -5.176 3.511
H 2.332 -2.907 3.712
O 0.359 -3.448 -1.977
C 1.035 -2.586 -1.517
N 0.670 -1.749 -0.400
C 1.684 -0.901 -0.114
O 1.439 -0.148 0.866
C 2.804 -1.085 -1.018
C 4.029 -0.457 -1.129
C 4.861 -0.894 -2.157
C 4.466 -1.909 -3.024
C 3.224 -2.536 -2.906
C 2.404 -2.105 -1.887
H 4.323 0.338 -0.458
H 5.832 -0.437 -2.289
H 5.141 -2.219 -3.810
H 2.919 -3.323 -3.581
O -0.953 0.360 -0.086
Si -0.938 2.114 -0.222
C -2.409 2.625 -1.191
C -2.269 3.335 -2.387
C -3.389 3.746 -3.095
C -4.656 3.450 -2.617
C -4.813 2.748 -1.427
C -3.697 2.342 -0.718
C 0.709 2.499 -0.959
C 1.012 2.018 -2.239
C 2.240 2.285 -2.821
C 3.181 3.041 -2.131
C 2.896 3.523 -0.861
C 1.666 3.251 -0.277
C -1.115 2.448 1.608
C -1.565 3.687 2.070
C -1.722 3.933 3.429
C -1.443 2.947 4.364
C -1.001 1.698 3.943
C -0.848 1.503 2.584
H -1.283 3.576 -2.766
H -3.273 4.300 -4.017
H -5.528 3.774 -3.168
H -5.805 2.532 -1.055
H -3.824 1.815 0.223
H 0.276 1.448 -2.798
H 2.461 1.922 -3.816
H 4.134 3.268 -2.592
H 3.626 4.121 -0.332
H 1.458 3.632 0.716
H -1.812 4.470 1.363
H -2.075 4.901 3.759
H -1.571 3.145 5.420
H -0.780 0.913 4.652
H -0.395 0.503 2.332
*
```

Summary:
- DFT total energy (a.u.) = -2586.6543
- orbital gap (eV) = 5.5
- E_LUMO (eV) = -8.5
- F_max (eV/Å) = 1.13


7.
Below is 2 unconnected molecules or ions with the total composition C9H12ClN, with properties calculated with the ωB97M-V functional and the def2-TZVPD basis.

The geometry in ORCA input format:
```
! wB97M-V def2-TZVPD RIJCOSX def2/J DEFGRID3
* xyz 0 1
C 2.201 -0.939 0.596
C 2.180 0.385 0.189
C 1.435 -1.882 -0.069
C 1.395 0.765 -0.886
C 0.648 -1.501 -1.141
C 0.622 -0.176 -1.545
C -2.057 1.643 -0.563
C -1.063 -0.706 2.165
C -1.837 0.339 0.128
N -1.199 0.275 1.289
Cl -2.862 -0.993 -0.301
H 2.816 -1.237 1.433
H 2.789 1.113 0.709
H 1.469 -2.915 0.249
H 1.383 1.795 -1.212
H 0.052 -2.234 -1.664
H -1.148 2.242 -0.519
H -2.876 2.223 -0.122
H -2.302 1.468 -1.608
H 0.013 0.118 -2.386
H -0.368 -0.583 2.968
H -1.535 -1.649 1.991
H -0.682 1.125 1.498
*
```

Summary:
- DFT total energy (a.u.) = -865.0091
- orbital gap (eV) = 7.2
- E_LUMO (eV) = 0.8
- F_max (eV/Å) = 0.55


8.
Below is a molecular structure, C4H8NO2 in a non-equilibrium geometry, with properties calculated with the ωB97M-V functional and the def2-TZVPD basis.

The geometry in ORCA input format:
```
! wB97M-V def2-TZVPD RIJCOSX def2/J DEFGRID3
* xyz -1 1
O 2.310 -0.120 0.505
C 1.096 -0.176 0.261
N 0.399 0.284 -0.785
C -1.130 -0.151 -1.956
O -1.991 0.726 -2.044
C 0.141 -0.794 1.317
C -0.431 0.345 2.212
H 1.022 0.807 -1.395
H -1.272 -1.087 -1.397
H -0.413 -0.326 -2.786
H -0.671 -1.249 0.747
H 0.620 -1.540 1.948
H -1.433 0.162 2.599
H -0.364 1.248 1.613
H 0.212 0.465 3.090
*
```

Summary:
- DFT total energy (a.u.) = -362.4592
- orbital gap (eV) = 8.6
- E_LUMO (eV) = 4.2
- F_max (eV/Å) = 1.46


9.
Below is 2 unconnected molecules or ions with the total composition C4H6O2, with properties calculated with the ωB97M-V functional and the def2-TZVPD basis.

The geometry in ORCA input format:
```
! wB97M-V def2-TZVPD RIJCOSX def2/J DEFGRID3
* xyz 0 1
O -0.994 -2.483 -0.518
C -0.570 -1.437 -0.210
C -0.022 -0.312 0.165
C -0.177 1.185 -0.021
O 0.564 1.401 1.195
C 0.837 0.000 1.362
H 0.332 1.635 -0.888
H -1.198 1.583 0.030
H 0.483 -0.405 2.316
H 1.903 -0.227 1.234
H -0.943 -0.505 -2.401
H -0.215 -0.435 -2.265
*
```

Summary:
- DFT total energy (a.u.) = -306.3645
- orbital gap (eV) = 9.5
- E_LUMO (eV) = 0.6
- F_max (eV/Å) = 0.88


10.
Below is C4H8N2 in the gas phase in a non-equilibrium geometry, with properties calculated with the ωB97M-V functional and the def2-TZVPD basis.

The geometry in ORCA input format:
```
! wB97M-V def2-TZVPD RIJCOSX def2/J DEFGRID3
* xyz 0 1
C 0.720 -0.254 -1.263
N -0.139 0.465 -0.335
C 0.548 1.261 0.653
C -1.195 -0.274 0.230
C -0.716 -1.342 1.301
N -0.598 -2.470 1.051
H 1.430 0.457 -1.699
H 0.119 -0.667 -2.081
H 1.282 -1.079 -0.795
H 1.007 0.637 1.442
H -0.174 1.933 1.129
H 1.319 1.860 0.166
H -1.685 -0.872 -0.549
H -1.917 0.346 0.751
*
```

Summary:
- DFT total energy (a.u.) = -266.6573
- orbital gap (eV) = 9.7
- E_LUMO (eV) = 0.5
- F_max (eV/Å) = 2.54


11.
Below is a molecular structure, CH4FN2OTl in a non-equilibrium geometry, with properties calculated with the ωB97M-V functional and the def2-TZVPD basis.

The geometry in ORCA input format:
```
! wB97M-V def2-TZVPD RIJCOSX def2/J DEFGRID3
* xyz 2 1
Tl 19.259 25.156 -12.197
F 20.753 23.565 -13.996
C 19.658 28.851 -13.937
O 19.073 27.787 -13.754
N 19.585 29.968 -13.158
N 20.476 28.988 -15.030
H 19.876 30.888 -13.488
H 19.355 29.892 -12.168
H 20.882 29.886 -15.294
H 20.750 28.133 -15.516
*
```

Summary:
- DFT total energy (a.u.) = -496.6604
- orbital gap (eV) = 2.9
- E_LUMO (eV) = -16.2
- F_max (eV/Å) = 2.04


12.
Below is C4H7NO2 in the gas phase, with properties calculated with the ωB97M-V functional and the def2-TZVPD basis.

The geometry in ORCA input format:
```
! wB97M-V def2-TZVPD RIJCOSX def2/J DEFGRID3
* xyz 0 1
C -1.013 -0.140 1.578
C 0.027 0.336 0.592
C 0.790 -1.588 -0.361
O 1.139 -0.597 0.417
C -0.555 0.571 -0.817
O -1.737 0.478 -1.063
N 0.381 0.951 -1.741
H -1.622 -0.938 1.146
H -0.542 -0.488 2.503
H -1.667 0.705 1.813
H 0.523 1.248 0.936
H 1.769 -2.036 -0.637
H 1.367 0.867 -1.548
H 0.100 0.955 -2.709
*
```

Summary:
- DFT total energy (a.u.) = -361.7541
- orbital gap (eV) = 9.3
- E_LUMO (eV) = 0.4
- F_max (eV/Å) = 0.62


Computed values of relative energy (zero: lowest compared OMol25 entry of this formula, charge and spin) (unit: eV) for the preceding records, in sequence: 0.385; 1.946; 0.000; 2.477; 2.189; 1.017; 2.362; 1.770; 3.857; 1.762; 1.370; 3.449.